Here is a molecular structure, C8H12 in a non-equilibrium geometry from the Open Molecules 2025 dataset. Energies are from ωB97M-V/def2-TZVPD.

Highest occupied orbital energy in eV: -8.9
Charge: 0
HOMO-LUMO gap in eV: 9.98

Positions of all 20 atoms, in Å:
C1 0.808 0.652 2.469
C2 0.514 0.363 1.344
C3 -0.001 -2.377 0.370
C4 0.262 -1.361 -0.470
C5 -2.193 0.816 -0.304
C6 1.963 0.434 -0.568
C7 -0.859 0.868 -1.012
C8 0.591 0.059 -0.025
H1 1.117 1.093 3.417
H2 -0.226 -3.374 0.070
H3 0.163 -2.268 1.488
H4 0.040 -1.551 -1.505
H5 -2.294 -0.045 0.258
H6 -2.989 0.774 -0.974
H7 -2.280 1.675 0.441
H8 2.347 -0.056 -1.430
H9 2.729 0.600 0.248
H10 1.852 1.483 -0.845
H11 -1.006 0.312 -1.815
H12 -0.540 1.904 -1.156

Löwdin atomic charge list, values in e, 2 entries: number 1, C, carries 0.142; number 2, C, carries -0.153

Here is a gas-phase ion, C8H12 (charge +1) in a non-equilibrium geometry from the Open Molecules 2025 dataset. Energies are from ωB97M-V/def2-TZVPD.

Highest occupied orbital energy (alpha / beta) in eV: -13.7 / -14.4
Charge: +1
Spin multiplicity: 2
HOMO-LUMO gap (alpha / beta) in eV: 9.01 / 7.06

Positions of all 20 atoms, in Å:
C1 0.581 -2.427 -1.009
C2 -0.133 -1.088 -1.095
C3 -0.984 -0.703 -2.063
C4 -0.568 0.855 0.363
C5 0.345 -0.047 -0.185
C6 1.796 -0.003 0.148
C7 -1.131 2.071 2.389
C8 -0.212 1.701 1.487
H1 1.524 -2.475 -1.528
H2 0.715 -2.604 0.058
H3 -0.113 -3.215 -1.299
H4 -1.363 0.304 -2.143
H5 -1.340 -1.429 -2.784
H6 -1.626 0.777 0.142
H7 2.510 -0.610 -0.394
H8 2.018 -0.096 1.217
H9 2.089 1.048 -0.001
H10 -2.180 1.851 2.240
H11 -0.855 2.693 3.229
H12 0.811 2.048 1.492

Löwdin atomic charge list, values in e, 2 entries: number 1, C, carries -0.018; number 2, C, carries -0.267

Here is a molecular structure, C8H12AlCl2N2O3SY in a non-equilibrium geometry from the Open Molecules 2025 dataset. Energies are from ωB97M-V/def2-TZVPD.

Highest occupied orbital energy in eV: -20.9
Charge: +4
HOMO-LUMO gap in eV: 5.21

Positions of all 30 atoms, in Å:
Y1 0.543 -0.451 -7.014
Al1 -0.162 -0.059 -2.134
Cl1 -1.077 0.702 -5.588
Cl2 1.368 -0.522 -3.558
C1 -1.305 -1.637 -1.325
C2 -0.070 0.610 -9.008
C3 0.145 -1.787 -8.960
O1 -1.839 -2.394 -0.627
O2 -0.396 0.904 -10.086
O3 0.015 -2.290 -9.995
C4 -0.381 -1.695 3.306
C5 0.968 -1.107 2.957
N1 0.998 -0.138 1.832
C6 -0.055 0.576 1.422
S1 -0.158 1.174 -0.271
N2 -0.968 0.948 2.357
C7 -0.560 1.539 3.694
C8 0.757 2.272 3.703
H1 -1.167 -0.942 3.376
H2 -0.326 -2.278 4.232
H3 -0.680 -2.393 2.530
H4 1.421 -0.641 3.838
H5 1.656 -1.896 2.641
H6 1.789 -0.177 1.180
H7 -1.813 1.371 1.972
H8 -1.417 2.174 3.951
H9 -0.532 0.731 4.430
H10 0.716 3.131 3.031
H11 0.943 2.661 4.709
H12 1.584 1.614 3.406

Löwdin atomic charge list, values in e, 2 entries: number 1, Y, carries 1.408; number 2, Al, carries 0.098

Here is a gas-phase ion, C8H12BN2O5S2 (charge -1) in a non-equilibrium geometry from the Open Molecules 2025 dataset. Energies are from ωB97M-V/def2-TZVPD.

Highest occupied orbital energy in eV: -5.6
SMILES string: NB(O)S(=O)(=O)N=[S@](=O)([O-])CCc1ccccc1
Charge: -1
HOMO-LUMO gap in eV: 8.25

Positions of all 30 atoms, in Å:
N1 -0.580 -2.867 4.023
B1 -0.299 -3.048 2.517
O1 -1.094 -4.111 1.830
S1 0.953 -1.941 1.579
O2 1.120 -2.591 0.185
O3 2.293 -2.077 2.341
N2 0.255 -0.342 1.576
S2 1.461 0.918 1.502
O4 2.463 0.937 2.686
O5 0.668 2.280 1.599
C1 2.386 1.009 -0.149
C2 1.703 2.129 -1.187
C3 0.193 1.718 -1.681
C4 -0.975 2.830 -2.124
C5 -2.453 2.253 -2.602
C6 -2.858 0.639 -2.624
C7 -1.712 -0.450 -2.189
C8 -0.233 0.136 -1.758
H1 -1.202 -2.013 4.155
H2 -1.225 -3.669 4.288
H3 -1.643 -3.718 1.085
H4 3.452 1.474 0.120
H5 2.553 -0.030 -0.659
H6 2.354 2.295 -2.153
H7 1.608 3.203 -0.677
H8 -0.711 3.994 -2.122
H9 -3.252 3.056 -2.945
H10 -3.919 0.267 -2.960
H11 -1.897 -1.627 -2.172
H12 0.589 -0.656 -1.484

Löwdin atomic charge list, values in e, 2 entries: number 1, N, carries 0.071; number 2, B, carries -0.436